<P>
The following is a quantum chemistry calculation of a cluster of 2 separate species, C4H13NOS in total, from the Open Molecules 2025 dataset.

The orbital gap comes out at 9.30 eV. As for the net charge: 0. The value obtained for the HOMO energy is -8.46 eV. Its LUMO energy is 0.85 eV.

```
20
Properties=species:S:1:pos:R:3:nbo_charge:R:1
C -0.707 1.587 -0.946 -0.4115
N 0.407 0.679 -1.128 -0.6618
C 0.581 -0.362 -0.132 -0.2313
C -0.546 -1.423 -0.410 -0.4210
C -1.663 -1.414 0.802 -0.5099
S -1.166 -2.477 2.273 -0.0583
H -0.905 2.141 -1.980 0.2069
H -0.384 2.270 -0.122 0.1976
H -1.583 1.110 -0.614 0.1661
H 0.667 0.308 -2.052 0.3695
H 0.582 -0.039 0.827 0.1984
H 1.557 -0.824 -0.432 0.1944
H -0.171 -2.573 -0.541 0.2081
H -1.102 -1.059 -1.382 0.2157
H -2.676 -1.657 0.349 0.2133
H -1.743 -0.419 1.259 0.2076
H -0.599 -3.343 1.406 0.1173
O 2.906 2.749 1.165 -0.9436
H 2.676 2.194 0.373 0.4755
H 3.868 2.552 1.284 0.4670
```


<Q>
The following is a quantum chemistry calculation of a cluster of 2 separate species, C4H13NOS in total, from the Open Molecules 2025 dataset.

The orbital gap comes out at 9.11 eV. As for the net charge: 0. The value obtained for the HOMO energy is -8.33 eV. Its LUMO energy is 0.79 eV.

```
20
Properties=species:S:1:pos:R:3:nbo_charge:R:1
C -1.582 -1.743 2.097 -0.7300
S -0.948 -0.059 2.365 0.1655
C 0.228 0.368 1.095 -0.5422
C -0.203 1.275 0.030 -0.4414
C 0.969 1.556 -0.847 -0.2156
N 1.410 0.422 -1.679 -0.8589
H -1.417 -2.356 2.922 0.2119
H -1.135 -2.235 1.221 0.2276
H -2.637 -1.507 2.081 0.2284
H 0.649 -0.587 0.911 0.2149
H 1.028 0.941 1.570 0.2103
H -0.579 2.257 0.451 0.2279
H -1.053 0.615 -0.476 0.2353
H 0.754 2.436 -1.397 0.2089
H 1.809 1.909 -0.125 0.1548
H 2.083 0.601 -2.360 0.3809
H 1.743 -0.440 -1.070 0.3677
O -0.762 -1.087 -2.278 -0.9802
H -0.318 -1.863 -2.540 0.4524
H -0.039 -0.503 -1.973 0.4820
```


Looking at the structures above, which would you pick as the most stable? I would pick <Q>.